{"formula": "C75H217N7O37", "method": "ωB97M-V/def2-TZVPD", "species": ["C", "O", "C", "C", "N", "C", "C", "O", "C", "H", "H", "H", "H", "H", "H", "H", "H", "H", "H", "H", "H", "H", "H", "H", "C", "O", "C", "C", "N", "C", "C", "O", "C", "H", "H", "H", "H", "H", "H", "H", "H", "H", "H", "H", "H", "H", "H", "H", "C", "O", "C", "C", "N", "C", "C", "O", "C", "H", "H", "H", "H", "H", "H", "H", "H", "H", "H", "H", "H", "H", "H", "H", "C", "O", "C", "C", "N", "C", "C", "O", "C", "H", "H", "H", "H", "H", "H", "H", "H", "H", "H", "H", "H", "H", "H", "H", "C", "O", "C", "C", "N", "C", "C", "O", "C", "H", "H", "H", "H", "H", "H", "H", "H", "H", "H", "H", "H", "H", "H", "H", "C", "O", "C", "C", "N", "C", "C", "O", "C", "H", "H", "H", "H", "H", "H", "H", "H", "H", "H", "H", "H", "H", "H", "H", "C", "O", "C", "C", "N", "C", "C", "O", "C", "H", "H", "H", "H", "H", "H", "H", "H", "H", "H", "H", "H", "H", "H", "H", "C", "O", "H", "H", "H", "H", "C", "O", "H", "H", "H", "H", "C", "O", "H", "H", "H", "H", "C", "O", "H", "H", "H", "H", "C", "O", "H", "H", "H", "H", "C", "O", "H", "H", "H", "H", "C", "O", "H", "H", "H", "H", "C", "O", "H", "H", "H", "H", "C", "O", "H", "H", "H", "H", "C", "O", "H", "H", "H", "H", "C", "O", "H", "H", "H", "H", "C", "O", "H", "H", "H", "H", "C", "O", "H", "H", "H", "H", "C", "C", "O", "H", "H", "H", "H", "H", "H", "C", "C", "O", "H", "H", "H", "H", "H", "H", "C", "C", "O", "H", "H", "H", "H", "H", "H", "C", "C", "O", "H", "H", "H", "H", "H", "H", "C", "C", "O", "H", "H", "H", "H", "H", "H", "C", "C", "O", "H", "H", "H", "H", "H", "H", "C", "C", "O", "H", "H", "H", "H", "H", "H", "C", "C", "O", "H", "H", "H", "H", "H", "H", "C", "C", "O", "H", "H", "H", "H", "H", "H", "C", "C", "O", "H", "H", "H", "H", "H", "H"], "xyz": [[-0.9511, -1.4773, 4.1005], [-0.4531, -1.5504, 2.7560], [-1.4050, -1.7794, 1.7522], [-0.7169, -1.5617, 0.3950], [0.4905, -2.3625, 0.0807], [1.1351, -1.9253, -1.1534], [0.1578, -1.8013, -2.3658], [-0.5253, -0.5437, -2.3722], [-1.3894, -0.3917, -3.4814], [-1.2982, -0.4828, 4.3807], [-0.2493, -1.9076, 4.8149], [-1.8428, -2.0865, 4.2482], [-2.3278, -1.2403, 1.9666], [-1.5851, -2.8539, 1.7835], [-0.5938, -0.5041, 0.1617], [-1.5524, -1.8886, -0.2239], [1.1303, -2.2821, 0.8580], [1.8598, -2.6849, -1.4464], [1.6066, -0.9708, -0.9197], [-0.3931, -2.7372, -2.4593], [0.7942, -1.9891, -3.2306], [-1.7642, 0.6317, -3.4653], [-2.3037, -0.9848, -3.4606], [-0.9317, -0.5096, -4.4637], [7.6996, 1.5037, 0.5850], [7.3738, 1.1734, -0.7086], [6.6176, -0.0062, -0.8426], [6.0883, -0.0776, -2.2934], [7.2278, -0.3774, -3.1713], [6.9795, -0.2252, -4.6377], [7.9931, -0.9192, -5.4554], [9.1131, -0.0886, -5.3134], [10.2477, -0.4612, -6.1166], [8.5954, 2.1243, 0.5595], [7.9297, 0.6412, 1.2104], [6.8632, 2.0270, 1.0483], [5.7706, 0.0249, -0.1572], [7.2300, -0.8388, -0.4964], [5.6759, 0.8806, -2.6094], [5.2138, -0.7145, -2.4260], [7.9475, 0.2071, -2.7707], [6.7758, 0.8220, -4.8615], [6.1359, -0.8463, -4.9387], [7.7235, -1.0836, -6.4987], [8.2327, -1.8629, -4.9654], [11.1516, -0.1969, -5.5676], [10.1516, -0.1651, -7.1612], [10.2679, -1.5482, -6.0386], [-6.1840, 2.7858, 2.0280], [-6.4282, 3.9171, 1.1162], [-5.4965, 5.0161, 1.2418], [-5.7989, 6.1108, 0.2142], [-5.0799, 7.3456, 0.5319], [-5.4229, 8.3199, -0.5301], [-6.8799, 8.5098, -1.1303], [-7.8635, 9.1382, -0.2040], [-8.6033, 10.1921, -0.9048], [-5.1473, 2.5002, 1.8493], [-6.7367, 1.8973, 1.7227], [-6.2317, 3.0216, 3.0912], [-4.5129, 4.6397, 0.9609], [-5.4595, 5.3630, 2.2745], [-6.8770, 6.2682, 0.2463], [-5.5835, 5.8710, -0.8271], [-5.6558, 7.6698, 1.2956], [-4.8819, 8.0301, -1.4309], [-5.1920, 9.3258, -0.1795], [-7.2986, 7.5452, -1.4174], [-6.8040, 9.1186, -2.0313], [-9.1468, 9.6738, -1.6948], [-7.7888, 10.8427, -1.2235], [-9.2665, 10.7845, -0.2745], [3.8050, 3.8149, -2.7063], [4.3151, 4.7305, -1.8134], [5.6732, 4.4867, -1.5583], [6.3212, 5.7582, -0.9188], [6.7290, 6.7099, -1.9364], [5.5989, 7.3297, -2.7111], [6.0448, 8.5202, -3.6143], [6.4645, 9.6109, -2.8405], [6.9554, 10.7649, -3.4965], [4.2061, 4.0499, -3.6922], [2.7370, 3.8361, -2.4893], [4.0529, 2.7678, -2.5329], [6.2357, 4.2614, -2.4644], [5.7241, 3.6108, -0.9115], [7.3253, 5.4879, -0.5921], [5.6611, 6.1413, -0.1407], [7.2556, 7.4481, -1.4916], [4.8358, 7.6899, -2.0212], [5.0614, 6.6135, -3.3327], [5.2165, 8.8728, -4.2288], [6.8235, 8.2591, -4.3310], [7.0995, 11.4945, -2.6996], [6.2464, 11.2186, -4.1890], [7.8718, 10.6321, -4.0716], [0.1101, 2.7602, 2.1232], [1.2721, 3.5122, 2.3834], [1.5452, 3.7012, 3.7938], [2.8919, 4.4276, 4.0975], [3.8342, 3.4074, 3.5565], [5.2048, 3.9095, 3.8133], [5.7001, 3.6940, 5.2514], [5.9430, 2.2679, 5.4438], [5.9532, 1.8127, 6.7578], [-0.6825, 3.3592, 2.5717], [0.0801, 1.8462, 2.7163], [-0.0262, 2.5644, 1.0596], [1.5066, 2.7444, 4.3144], [0.6944, 4.2490, 4.1991], [3.0153, 4.6175, 5.1637], [2.9286, 5.2821, 3.4218], [3.6096, 3.4787, 2.5744], [5.4113, 4.9177, 3.4542], [5.8338, 3.2452, 3.2209], [4.9793, 4.0920, 5.9656], [6.5541, 4.3539, 5.4041], [5.9039, 0.7246, 6.7177], [5.2790, 2.2161, 7.5133], [6.9385, 2.0128, 7.1788], [-4.3643, -5.6891, -0.4301], [-3.1453, -5.2134, 0.0978], [-1.9362, -5.1450, -0.5950], [-1.5110, -6.5078, -1.1258], [-1.4174, -7.5549, -0.1534], [-1.6055, -8.8225, -0.7317], [-1.7342, -9.7521, 0.4561], [-2.6905, -9.2977, 1.4369], [-2.9641, -10.2145, 2.4870], [-5.1233, -4.9080, -0.4754], [-4.7671, -6.4749, 0.2088], [-4.2034, -6.0465, -1.4472], [-1.3080, -4.6999, 0.1766], [-1.9211, -4.2949, -1.2770], [-0.4487, -6.4748, -1.3678], [-2.0044, -6.6479, -2.0876], [-2.1963, -7.4293, 0.4772], [-0.7203, -9.1292, -1.2888], [-2.4430, -8.9324, -1.4206], [-0.7357, -10.0570, 0.7693], [-2.0530, -10.6295, -0.1066], [-3.6121, -9.8478, 3.2831], [-2.0512, -10.6548, 2.8881], [-3.4600, -11.0135, 1.9359], [-3.9692, -0.5511, 5.0730], [-3.4682, 0.7560, 5.2148], [-4.1819, 1.7828, 4.4709], [-3.2732, 3.0356, 4.2728], [-3.2432, 4.0218, 5.3986], [-2.4986, 3.4019, 6.4441], [-2.2926, 4.3660, 7.5976], [-1.2604, 3.9458, 8.5057], [-1.6158, 4.1453, 9.8797], [-3.2834, -1.2851, 5.4961], [-4.0870, -0.9443, 4.0632], [-4.9704, -0.6326, 5.4962], [-5.1131, 1.9664, 5.0068], [-4.3377, 1.4024, 3.4614], [-3.7218, 3.5517, 3.4240], [-2.2396, 2.8692, 3.9694], [-2.7069, 4.7731, 4.9887], [-1.5575, 3.0020, 6.0666], [-3.0547, 2.5039, 6.7133], [-3.2537, 4.7312, 7.9597], [-2.1060, 5.3580, 7.1863], [-1.6693, 5.1913, 10.1814], [-1.0607, 3.5069, 10.5670], [-2.6724, 3.8825, 9.9316], [0.0797, 1.5805, -8.2201], [-0.4559, 0.4546, -7.5180], [-0.5603, 2.3191, -8.7028], [0.7095, 2.1042, -7.5010], [0.8195, 1.1777, -8.9119], [-1.2841, 0.7461, -7.1300], [-5.0840, -3.5438, -7.8768], [-5.3964, -3.7366, -6.5133], [-4.6154, -4.4946, -8.1309], [-5.9674, -3.5535, -8.5153], [-4.3406, -2.7878, -8.1301], [-4.6014, -3.8033, -5.9792], [3.2258, -3.5859, 8.3264], [3.7849, -2.3014, 8.0970], [3.1260, -3.7662, 9.3967], [2.1817, -3.6153, 8.0148], [3.8418, -4.3930, 7.9300], [4.2192, -2.1611, 7.2524], [-2.6545, 0.0711, 9.3976], [-2.9656, -0.8781, 10.4549], [-1.5879, 0.1288, 9.6148], [-2.9915, -0.3728, 8.4608], [-3.1228, 1.0475, 9.5216], [-2.7216, -0.4500, 11.2788], [2.5715, 0.1810, 1.7430], [2.1939, -1.1953, 2.0491], [1.8987, 0.4495, 0.9285], [2.2843, 0.7398, 2.6337], [3.6465, 0.2039, 1.5642], [1.2698, -1.1992, 2.3092], [0.4574, -2.3066, -9.0056], [-0.6125, -1.5217, -9.2317], [1.1695, -1.9052, -9.7267], [0.7719, -2.2225, -7.9654], [0.1801, -3.3577, -9.0857], [-0.5398, -0.8667, -8.5336], [2.1048, 4.7932, -5.9898], [1.7997, 3.4397, -5.8715], [1.8136, 5.1431, -6.9802], [1.5898, 5.4421, -5.2815], [3.1645, 5.0297, -5.8930], [0.9216, 3.1171, -6.0872], [-2.6133, -3.7823, 6.2665], [-3.5546, -3.9394, 5.1867], [-1.6318, -3.6376, 5.8149], [-2.9340, -2.9914, 6.9446], [-2.6426, -4.7116, 6.8353], [-3.2439, -4.7876, 4.8616], [-6.4579, -3.3460, 6.6231], [-5.6652, -4.4714, 6.7083], [-5.9042, -2.4071, 6.6296], [-6.9819, -3.3910, 5.6684], [-7.1714, -3.3238, 7.4469], [-4.9163, -4.3200, 6.1270], [6.5588, -0.8268, 3.3708], [6.3304, -2.2214, 3.4681], [6.3087, -0.4160, 2.3926], [6.0290, -0.2200, 4.1052], [7.6184, -0.6200, 3.5210], [5.3931, -2.4105, 3.3827], [-3.3999, 1.1707, -0.5859], [-2.4102, 1.9208, 0.0846], [-3.5467, 1.3840, -1.6447], [-3.1410, 0.1126, -0.5469], [-4.2622, 1.1150, 0.0785], [-1.5284, 1.7268, -0.2414], [1.8756, -6.3986, 0.2019], [1.4782, -7.7353, 0.3477], [2.8981, -6.3420, 0.5754], [1.8754, -6.1671, -0.8632], [1.2466, -5.7105, 0.7667], [0.5894, -7.8631, 0.0080], [-2.0648, 4.5072, -7.7018], [-1.2188, 5.2466, -8.5159], [-2.8752, 5.0955, -7.2715], [-2.6141, 3.7558, -8.2690], [-1.4666, 4.1262, -6.8741], [-1.3544, 4.8039, -9.3569], [2.4843, -0.1629, -5.3344], [3.2734, -0.3142, -6.6786], [4.1751, -1.3072, -6.3904], [3.0525, 0.1602, -4.4621], [1.8291, -0.9840, -5.0437], [1.7893, 0.6653, -5.4733], [3.7750, 0.5819, -7.0439], [2.5389, -0.6323, -7.4185], [4.5330, -1.7371, -7.1706], [-3.7371, 0.1191, -6.7491], [-3.6599, 1.3028, -5.7838], [-2.3452, 1.8088, -5.7328], [-3.2170, 0.0973, -7.7068], [-4.7755, -0.1881, -6.8732], [-3.4254, -0.7602, -6.1855], [-3.9828, 0.8959, -4.8256], [-4.2364, 2.1297, -6.1986], [-2.3944, 2.5307, -5.1018], [-0.5421, -7.1347, 3.5865], [-1.8102, -6.2011, 3.4335], [-2.6850, -6.3292, 4.5505], [0.1120, -6.7964, 2.7828], [-0.6620, -8.2032, 3.4075], [-0.0675, -6.8968, 4.5385], [-2.3954, -6.4760, 2.5560], [-1.5045, -5.1637, 3.2974], [-2.8463, -7.2614, 4.7136], [-1.5119, -4.5401, -4.3105], [-0.8202, -4.2294, -5.6605], [-1.9002, -3.9423, -6.5023], [-0.9871, -4.8646, -3.4119], [-2.2619, -5.3246, -4.4109], [-1.9875, -3.5876, -4.0766], [-0.3063, -5.1057, -6.0555], [-0.1622, -3.3605, -5.6718], [-1.6167, -3.3953, -7.2385], [2.4359, -5.1539, 3.7662], [3.3773, -3.9925, 4.1785], [3.7205, -3.0736, 3.1398], [2.2981, -5.7649, 4.6583], [2.9818, -5.6824, 2.9848], [1.4841, -4.7115, 3.4722], [4.2947, -4.4504, 4.5484], [2.8991, -3.3554, 4.9224], [3.0364, -2.4673, 2.8466], [3.2953, -4.4978, -3.3298], [3.8321, -4.4473, -4.7770], [4.7366, -5.5821, -4.7882], [3.0434, -5.5260, -3.0697], [2.5291, -3.7469, -3.1370], [4.0900, -4.2310, -2.6332], [4.3099, -3.4838, -4.9547], [3.0559, -4.4904, -5.5411], [5.2571, -5.4252, -5.5795], [1.8520, 0.6056, 6.0617], [0.7870, 0.7066, 7.0917], [-0.1140, -0.4145, 6.9826], [2.5425, 1.4402, 5.9401], [1.3116, 0.5224, 5.1187], [2.5649, -0.2098, 6.1841], [0.2970, 1.6802, 7.0823], [1.1618, 0.6876, 8.1151], [-0.7313, -0.4072, 6.2475], [-1.0307, 4.2797, -2.1563], [-2.1006, 3.9653, -3.1666], [-1.6461, 4.2566, -4.4896], [-1.0240, 5.3597, -2.0094], [-0.0483, 4.1674, -2.6150], [-1.2411, 3.8030, -1.1989], [-2.9427, 4.5693, -2.8287], [-2.2809, 2.8906, -3.1437], [-1.2790, 5.1401, -4.5694], [-4.6996, -3.1387, -3.3665], [-5.1863, -1.9067, -2.5052], [-5.7789, -0.9646, -3.3871], [-3.9867, -2.6853, -4.0552], [-5.5295, -3.6249, -3.8793], [-4.2021, -3.9312, -2.8074], [-4.2995, -1.4276, -2.0904], [-5.9391, -2.1946, -1.7714], [-6.2011, -0.3537, -2.7787], [-5.8553, -2.7071, 2.3999], [-6.7087, -2.6158, 1.1798], [-6.9632, -1.2212, 0.9484], [-4.9257, -2.2053, 2.1312], [-5.6945, -3.7492, 2.6760], [-6.2567, -2.1069, 3.2164], [-7.6788, -3.1063, 1.2594], [-6.1581, -3.1322, 0.3935], [-7.5833, -1.0020, 1.6477]], "atomic_forces_ev_per_a": [[-0.573, -0.778, -0.358], [0.674, 0.815, 1.791], [1.631, -1.252, -0.274], [-1.067, -0.111, -0.146], [-1.882, -0.340, 0.627], [-1.258, 0.104, -0.044], [1.689, -0.228, 0.762], [0.040, -1.330, -0.522], [-0.469, 0.863, -0.085], [0.422, 0.412, -0.199], [0.476, 0.434, -0.279], [-0.127, -0.348, -0.562], [-0.018, 0.328, -0.564], [-0.665, -0.276, 0.023], [0.200, 0.368, 0.201], [0.134, 0.003, -0.823], [0.270, -0.093, -0.341], [0.213, 0.200, 0.205], [0.389, 0.283, -0.724], [-1.278, 0.274, 0.689], [0.279, 1.061, -0.594], [0.238, 0.150, 0.102], [0.056, -0.644, 0.318], [0.450, -0.227, 0.040], [0.348, 0.190, 0.839], [0.121, -0.039, -1.531], [-1.043, 0.285, -0.247], [0.780, 0.142, -0.267], [-0.722, -0.906, -0.252], [-1.421, -0.848, 1.600], [1.599, 0.887, 0.707], [1.859, 0.840, -1.089], [-0.994, -1.251, 1.572], [-0.154, 0.213, 0.066], [0.054, -0.269, -0.015], [-0.060, 0.263, 0.315], [-0.375, 0.106, 0.169], [0.028, -0.442, -0.517], [-0.082, 0.716, 0.520], [0.376, -0.795, 0.177], [0.530, 0.156, -0.876], [0.177, 0.041, -0.617], [-0.983, 0.435, 0.786], [-0.224, 0.152, -0.186], [-0.243, -0.460, -0.140], [-0.023, 0.774, -0.506], [0.249, 0.307, 0.100], [0.178, -0.407, -0.596], [1.404, 1.213, -1.559], [-0.370, -0.406, 0.920], [0.356, -1.370, -0.951], [-0.742, -0.497, 0.489], [-1.841, 0.440, -0.568], [-1.068, 0.691, -0.596], [-0.703, -0.233, 1.760], [0.665, -0.052, -0.610], [1.585, -1.185, 0.405], [0.335, -0.088, 0.059], [-0.592, 0.508, 0.069], [-0.604, 0.243, -0.044], [0.424, -0.184, 0.394], [-0.134, 0.376, 0.034], [-0.268, 0.040, -0.025], [0.278, -0.671, 0.103], [0.477, 0.451, 0.848], [0.519, 0.283, 0.041], [0.660, -0.084, -0.115], [-0.085, -0.029, -0.146], [0.239, 0.112, 0.042], [-0.126, 0.615, -0.321], [-0.524, 0.424, -0.752], [0.058, -0.572, 0.362], [-0.761, -0.557, 0.000], [0.583, 0.563, 0.828], [0.722, 1.111, 0.889], [0.479, -1.319, -1.276], [-1.465, 0.839, -1.572], [0.924, 0.858, 0.171], [-0.216, -0.290, -0.072], [0.484, 0.279, 0.818], [-0.444, 0.045, 0.257], [-0.761, -0.018, -0.530], [-0.263, 0.230, -1.162], [0.577, -0.214, 0.468], [-0.011, -0.023, -0.323], [0.347, -0.088, 0.265], [-0.353, -0.518, 1.053], [-0.001, 0.133, 0.246], [-0.017, 0.215, -0.076], [-0.178, 0.309, 0.163], [0.452, -0.267, -0.061], [-0.524, -0.278, -0.095], [0.323, -0.458, 0.066], [0.275, -0.038, -0.101], [-0.466, -0.199, -0.133], [0.271, -0.393, 0.183], [-0.118, 0.742, 1.523], [1.787, 0.068, 0.176], [-1.229, 0.563, 0.352], [-1.629, -2.569, -2.205], [0.834, 1.918, 1.597], [0.411, -1.897, -0.457], [-0.675, -0.511, -0.421], [-0.967, 2.023, -0.758], [1.617, -0.518, 0.699], [-0.784, -0.012, -0.620], [0.264, -0.546, -0.205], [0.205, 0.253, 0.205], [0.362, -0.246, -0.117], [-0.238, 0.452, 0.128], [-0.067, 0.102, -0.240], [0.056, 0.719, 0.627], [0.499, -0.470, -0.408], [-0.238, 0.372, 0.199], [0.373, 0.100, -0.149], [-0.368, -0.416, 0.261], [0.684, -0.486, 0.003], [-0.409, 0.017, 0.038], [-0.768, 0.211, -0.574], [0.360, 0.085, 0.256], [0.508, 0.034, -0.695], [-1.335, 0.198, 1.573], [0.192, 0.291, 0.811], [2.389, 1.905, -0.758], [-1.816, 1.553, 0.222], [0.254, -0.884, 0.901], [-0.663, -1.554, -1.081], [1.209, 0.887, -0.436], [0.273, -1.245, -1.565], [0.115, 0.285, -0.001], [0.168, -0.200, -0.051], [-0.261, -0.298, -0.098], [0.719, -0.698, 0.143], [-0.235, -0.414, -1.076], [0.190, 1.018, -1.000], [-0.607, -0.874, 0.110], [-0.049, 0.001, 0.576], [0.176, -0.123, -0.123], [-0.426, 0.272, -0.022], [0.005, 0.572, 1.104], [-0.754, -0.884, 0.764], [0.150, 0.519, -0.370], [0.171, 0.241, 0.280], [-0.420, -0.580, 0.669], [-0.547, -0.278, -0.098], [0.335, 0.274, -0.561], [2.170, -0.543, 0.354], [-1.563, 0.802, 0.397], [-0.640, -0.799, -1.617], [0.313, -0.479, 1.070], [0.316, 0.755, -0.562], [-0.794, 0.351, 0.130], [-1.558, -0.100, -0.791], [-0.149, 0.424, 0.608], [0.143, 0.601, -0.682], [-0.047, -0.124, 0.432], [-0.114, 0.444, -0.231], [-0.392, -0.175, 0.003], [-0.095, 0.151, -0.093], [-0.006, -1.034, 0.017], [0.092, 0.519, 0.289], [0.628, 0.109, 0.138], [0.001, 0.069, 0.517], [-0.446, -1.260, 1.313], [1.377, 0.202, -0.531], [0.855, 0.245, -0.010], [0.314, 0.227, -0.360], [-0.180, -0.505, 0.453], [1.819, -0.294, 0.755], [-0.446, 0.606, -0.591], [-0.547, -0.594, 0.062], [-0.074, 0.332, -0.152], [-0.314, 0.038, -0.412], [-0.228, 0.065, 0.580], [0.963, -2.209, -0.179], [-0.966, 1.004, 0.419], [0.420, -0.063, -0.739], [-0.198, 0.702, 0.472], [-0.389, 0.528, 0.253], [0.307, 0.038, -0.312], [-0.125, 0.196, 0.068], [-0.010, 0.401, 0.765], [0.510, 0.341, 0.190], [0.037, -0.206, -0.689], [-0.203, -0.029, -0.270], [-0.196, -0.677, -0.135], [0.541, -0.869, 1.594], [-1.154, 0.221, -0.227], [0.288, 0.700, -1.656], [0.560, 0.059, 0.037], [-0.196, 0.010, 0.122], [-0.038, -0.093, 0.088], [-1.315, -1.335, 0.960], [1.105, 0.265, -0.155], [0.646, 0.610, -0.363], [0.472, 0.567, -0.161], [-0.298, 0.159, -0.225], [-0.616, 0.163, 0.426], [1.298, -1.069, 0.125], [-2.912, 0.954, -0.073], [1.181, -1.153, 0.216], [0.680, 0.202, 0.158], [0.401, -0.248, -0.711], [-0.752, 0.978, 0.107], [-0.998, 1.035, -0.975], [1.278, -1.274, 0.884], [-0.002, 0.235, -0.195], [-0.190, -0.112, 0.355], [0.091, -0.760, 0.167], [-0.204, 1.030, 0.027], [-0.494, -0.421, -0.081], [0.439, 1.052, 0.489], [0.186, 0.229, 0.526], [0.202, 0.178, -0.256], [0.371, 0.038, 0.218], [-0.543, -0.759, -0.689], [-0.698, 0.419, -0.447], [0.215, -0.847, 1.012], [0.247, 0.143, 0.182], [-0.557, 0.346, -0.101], [-0.037, -0.051, -0.054], [0.433, -0.110, -0.478], [0.068, -0.027, 0.018], [0.882, 0.544, 0.217], [-0.170, -0.109, -0.275], [-0.241, -0.107, 0.231], [0.086, -0.248, 0.041], [-0.635, -0.070, -0.216], [0.492, -1.746, 0.824], [-0.090, 0.715, 0.127], [-0.389, 0.599, 0.161], [0.482, -0.359, -0.323], [-0.477, 0.923, -0.560], [-0.063, -0.315, -0.283], [0.180, -0.279, -0.283], [0.349, -0.909, 0.388], [-0.040, 0.175, -0.036], [0.077, 0.576, -0.059], [-0.098, 0.208, -0.044], [-0.407, 0.352, 0.255], [-0.802, -0.256, 1.359], [0.212, 0.217, -1.321], [0.075, 0.495, 0.152], [0.347, -0.553, 0.189], [-0.403, -0.551, -0.055], [0.585, 0.664, -0.439], [-0.476, 1.761, -0.842], [-1.826, 0.105, 1.600], [1.691, -1.801, 0.076], [0.535, -0.323, -0.204], [0.459, -0.480, -0.394], [-0.199, 0.206, -0.065], [-0.172, 0.362, 0.307], [-0.045, 0.008, -0.309], [-0.023, 0.157, -0.205], [-0.475, -1.145, 1.108], [-0.081, -0.409, -1.848], [0.513, -0.452, 0.327], [-0.059, 0.609, 0.040], [-0.247, 0.509, -0.436], [0.713, -0.198, -0.045], [-0.340, 0.509, 0.193], [-0.803, -0.100, 0.507], [0.643, 0.443, -0.230], [-0.696, 1.803, -0.788], [0.756, -2.151, -0.312], [0.171, 0.316, 0.279], [0.362, -0.131, 0.037], [-0.517, 0.075, 0.306], [0.038, -0.290, 0.003], [0.238, 0.022, -0.313], [-0.055, 0.052, 0.440], [-0.056, 0.005, 0.008], [0.159, 0.651, -0.051], [-0.116, -0.992, 0.762], [-1.140, 0.331, -0.749], [0.917, 0.227, -0.380], [-0.228, 0.191, -0.545], [-0.352, -0.233, 0.322], [0.399, -0.031, 0.102], [0.336, -0.111, 0.603], [0.054, 0.044, -0.172], [1.049, 1.486, 0.410], [-0.905, 0.485, -0.347], [1.287, -1.374, -0.111], [-0.086, -0.235, -0.165], [-0.617, -0.273, -0.114], [-0.066, -0.394, -0.370], [0.141, 0.417, 0.069], [0.014, -0.432, 0.712], [-0.637, 0.300, 0.086], [0.475, 0.550, -0.439], [-0.070, -0.398, 1.839], [-0.386, 1.188, -0.995], [-0.553, 0.157, -0.119], [-0.438, -0.390, -0.176], [0.302, 0.001, -0.158], [0.497, -0.077, 0.075], [-0.236, -0.559, 0.000], [0.396, -0.480, -0.074], [0.852, 0.121, -0.954], [-0.511, -0.164, 0.860], [0.283, 0.005, 0.856], [-0.350, 0.575, 0.300], [0.323, -0.258, -0.387], [-0.540, -0.524, 0.102], [-0.492, 0.006, -0.515], [0.195, -0.481, 0.007], [0.274, 0.782, -0.083], [0.454, 1.083, -0.274], [0.973, 0.335, 0.455], [-0.587, -0.319, -0.055], [-0.300, 0.222, 0.403], [0.192, -1.014, 0.437], [0.455, -0.056, -0.084], [-0.659, -0.370, -0.649], [-0.454, 0.065, -0.115], [-0.069, 0.161, 0.257], [-0.533, 1.220, 0.779], [0.485, -1.548, -1.158], [-0.098, 0.088, 0.002], [-0.074, -0.379, -0.360], [-0.032, 0.350, -0.206], [0.148, 0.323, 0.345], [0.026, -0.223, 0.656], [0.328, -0.093, 0.347], [-0.268, 0.394, -0.300], [0.305, 0.017, 0.203], [-0.472, 0.176, 0.364], [0.191, -0.335, -0.801], [0.336, -0.319, 0.141], [0.222, 0.132, 0.307], [-0.236, -0.353, 0.247], [0.004, -0.315, 0.177], [-0.184, 0.686, -0.583], [-0.092, 0.331, -0.046]], "homo_energy_ev": -8.303, "mol_weight_g_mol": 1809.6, "max_force_ha_per_bohr": 0.0731, "total_energy_ev": -167456.431, "orbital_gap_ev": 8.5}